{
  "formula": "C21H28N4O",
  "method": "ωB97M-V/def2-TZVPD",
  "elements": ["O", "N", "N", "N", "N", "C", "C", "C", "C", "C", "C", "C", "C", "C", "C", "C", "C", "C", "C", "C", "C", "C", "C", "C", "C", "C", "H", "H", "H", "H", "H", "H", "H", "H", "H", "H", "H", "H", "H", "H", "H", "H", "H", "H", "H", "H", "H", "H", "H", "H", "H", "H", "H", "H"],
  "coordinates": [[1.018, 2.957, 1.816], [2.602, -0.137, -0.122], [-0.133, 3.140, -0.144], [3.034, 2.662, -0.688], [3.465, -1.945, 0.981], [2.795, -4.189, 0.525], [3.556, -3.245, 1.189], [-2.153, 2.155, -0.968], [2.417, 1.762, -1.635], [-2.717, 1.062, 1.497], [-2.873, -3.478, -0.491], [-1.606, 1.869, 1.352], [2.595, -1.486, 0.073], [-3.262, 1.349, -0.806], [-4.159, -1.638, 0.665], [3.880, 1.919, 0.227], [1.766, -2.370, -0.643], [3.178, 0.731, 0.889], [-3.445, -2.071, -0.613], [1.698, 0.548, -1.013], [1.876, -3.723, -0.407], [-1.301, 2.404, 0.105], [0.978, 3.247, 0.640], [-4.685, -0.197, 0.583], [-3.550, 0.772, 0.424], [2.214, 3.721, -0.133], [3.889, 0.140, 1.464], [-3.904, 1.154, -1.654], [0.793, 0.857, -0.472], [-4.996, -2.313, 0.857], [1.035, -2.013, -1.351], [1.724, 2.318, -2.271], [-5.237, 0.028, 1.498], [-2.634, -1.370, -0.826], [-0.047, 3.457, -1.100], [4.283, -3.535, 1.937], [2.842, 4.293, 0.554], [-2.936, 0.641, 2.468], [3.225, 1.378, -2.270], [-1.932, 2.581, -1.938], [-5.372, -0.111, -0.261], [-3.661, -4.195, -0.273], [2.390, 1.094, 1.561], [4.257, 2.595, 0.994], [4.728, 1.548, -0.361], [2.904, -5.241, 0.732], [1.915, 4.377, -0.959], [-3.465, -1.717, 1.505], [1.400, -0.111, -1.829], [-2.387, -3.775, -1.418], [-0.962, 2.070, 2.192], [-2.137, -3.522, 0.309], [-4.146, -2.033, -1.450], [1.240, -4.415, -0.942]],
  "forces_ev_per_a": [[-0.005, -0.081, 0.224], [0.147, 0.350, -0.166], [-0.174, 0.237, -0.360], [-0.071, 0.159, 0.010], [-0.029, 0.279, -0.024], [-0.045, -0.087, -0.040], [-0.064, -0.296, 0.001], [0.118, 0.057, 0.065], [-0.076, -0.198, -0.073], [-0.117, -0.002, -0.254], [-0.057, 0.207, -0.116], [0.192, 0.060, 0.152], [0.096, -0.460, 0.038], [0.021, 0.032, 0.100], [-0.076, 0.133, -0.332], [-0.040, -0.215, 0.199], [-0.120, 0.093, -0.039], [0.310, 0.212, 0.205], [0.027, -0.175, 0.277], [-0.070, 0.093, -0.165], [0.141, 0.029, 0.126], [-0.206, -0.181, 0.097], [0.252, 0.378, -0.261], [0.098, -0.197, 0.171], [-0.143, 0.084, 0.014], [0.107, -0.061, 0.013], [-0.073, 0.188, -0.031], [-0.071, -0.034, -0.081], [0.010, -0.075, -0.113], [0.009, -0.065, 0.072], [-0.039, 0.047, -0.031], [-0.003, -0.003, -0.047], [-0.079, 0.043, -0.056], [-0.034, 0.023, -0.078], [0.123, -0.048, 0.215], [0.028, -0.133, 0.039], [-0.155, 0.015, -0.027], [-0.021, -0.055, 0.126], [-0.115, -0.052, -0.058], [0.030, 0.036, -0.103], [-0.064, 0.029, 0.021], [-0.044, -0.129, 0.029], [0.104, -0.064, -0.011], [0.036, 0.005, 0.005], [0.034, -0.044, 0.102], [0.036, -0.081, 0.040], [-0.037, 0.028, 0.063], [-0.006, -0.043, 0.087], [-0.010, 0.041, 0.040], [0.071, -0.115, -0.058], [0.016, 0.025, 0.012], [0.085, -0.058, 0.086], [-0.008, 0.089, -0.066], [-0.037, -0.021, -0.042]],
  "mulliken_charge": [-0.629, 0.049, -0.057, 0.218, -0.349, -0.497, -0.436, -0.521, -1.435, -0.442, -1.456, -0.559, 0.904, -0.630, -0.588, -1.023, -0.464, -0.249, 0.051, -0.261, -0.581, 0.396, 0.784, -1.401, 0.490, -1.186, 0.458, 0.323, 0.165, 0.405, 0.148, 0.385, 0.391, 0.101, 0.216, 0.403, 0.425, 0.432, 0.503, 0.351, 0.364, 0.381, 0.087, 0.369, 0.380, 0.377, 0.383, 0.358, 0.548, 0.379, 0.528, 0.346, 0.238, 0.427],
  "e_tot_ha": -1111.29950,
  "e_lumo_ev": 0.61,
  "largest_force_ev_per_a": 0.52,
  "total_charge": 0,
  "e_above_lowest_kj_mol": 41.35,
  "smiles": "CCCCc1ccc(NC(=O)CN2CCN(c3ccccn3)CC2)cc1"
}